# 1
Below is 2 unconnected molecules or ions with the total composition C4H6NO3 at a distorted geometry, with properties calculated with ωB97M-V/def2-TZVPD.

Each line ends with the Mulliken charge.
Cartesian coordinates (Å):
O (-2.6425, -0.6213, 1.0884)  -0.6037
C (-2.1759, 0.3250, 0.3608)  0.7488
O (-2.7108, 1.4555, 0.0578)  -0.6132
C (-1.1795, -0.2269, -0.8096)  -0.4198
C (-0.5312, 0.3620, 0.3629)  -0.3864
C (3.1764, -0.6912, -0.3542)  0.0091
N (2.2870, -0.3263, -1.2678)  -0.6073
O (3.5669, -0.0759, 0.6652)  -0.6649
H (-1.2496, 0.3474, -1.7555)  0.2328
H (-1.1645, -1.2613, -0.9316)  0.3308
H (0.0214, -0.2722, 1.0713)  0.3168
H (-0.0686, 1.4090, 0.2582)  0.2649
H (3.5952, -1.7610, -0.5387)  0.3190
H (1.4096, -0.8572, -1.0792)  0.0732

**Charge**: -1



# 2
Below is a molecular structure, C44H54N6O6P2PbS3Se at a distorted geometry, with properties calculated with ωB97M-V/def2-TZVPD.

Each line ends with the Mulliken charge.
Cartesian coordinates (Å):
Pb (0.5926, 0.9520, 0.1256)  2.1636
C (-5.7933, -3.4881, 3.5708)  -0.5021
S (-6.8846, -2.1180, 3.0804)  -0.1368
C (-6.0388, -0.6865, 3.8472)  -0.9794
C (-5.1585, 0.0946, 2.8805)  -0.6628
C (-4.0516, -0.7936, 2.3107)  -1.2415
N (-3.0246, -0.0464, 1.5921)  0.9434
P (-1.4206, 0.0374, 2.2346)  -0.2804
C (-1.8255, 0.6196, 3.9237)  1.2190
C (-1.9477, -0.2407, 5.0083)  -0.8059
C (-2.2795, 0.2599, 6.2538)  -1.0325
C (-2.4854, 1.6176, 6.4296)  -0.8606
C (-2.3386, 2.4815, 5.3562)  -0.8120
C (-2.0031, 1.9872, 4.1118)  -0.3227
C (-0.8530, -1.6715, 2.6112)  0.9587
C (0.4534, -1.7303, 3.1002)  -0.3960
C (1.0756, -2.9444, 3.3126)  -0.8278
C (0.4068, -4.1255, 3.0217)  -0.8339
C (-0.8823, -4.0803, 2.5171)  -0.7802
C (-1.5083, -2.8614, 2.3078)  -0.3066
P (-2.8501, -0.1515, -0.1525)  1.3148
C (-4.6222, -0.2493, -0.6257)  0.3879
C (-5.0974, -1.4745, -1.0802)  -0.4373
C (-6.4173, -1.6154, -1.4685)  -0.7229
C (-7.2675, -0.5242, -1.4153)  -0.6191
C (-6.7966, 0.7034, -0.9754)  -0.6410
C (-5.4784, 0.8451, -0.5818)  -0.6974
C (-2.5699, 1.6209, -0.5551)  -0.4756
C (-2.3868, 1.9471, -1.8980)  -0.4577
C (-2.0230, 3.2297, -2.2619)  -0.9499
C (-1.8333, 4.2003, -1.2910)  -0.6328
C (-2.0527, 3.8958, 0.0409)  -0.6231
C (-2.4195, 2.6127, 0.4052)  0.1484
H (-6.2906, -4.4018, 3.2615)  0.3937
H (-5.6666, -3.4858, 4.6496)  0.2691
H (-4.8331, -3.4047, 3.0724)  -0.0449
H (-5.4645, -1.0664, 4.6913)  0.3206
H (-6.8380, -0.0491, 4.2215)  0.5214
H (-4.7140, 0.9372, 3.4155)  0.1581
H (-5.7696, 0.4852, 2.0659)  0.2476
H (-4.5192, -1.5266, 1.6435)  0.8489
H (-3.5826, -1.3172, 3.1504)  0.7623
H (-1.7757, -1.3012, 4.8841)  0.4566
H (-2.3831, -0.4164, 7.0895)  0.4860
H (-2.7549, 2.0036, 7.4031)  0.4005
H (-2.4785, 3.5440, 5.4915)  0.4945
H (-1.8411, 2.6659, 3.2878)  0.3431
H (0.9807, -0.8054, 3.2781)  -0.2468
H (2.0905, -2.9667, 3.6815)  0.5125
H (0.8935, -5.0775, 3.1719)  0.3751
H (-1.3993, -5.0004, 2.2801)  0.4869
H (-2.4996, -2.8488, 1.8779)  0.2597
H (-4.4196, -2.3181, -1.1330)  0.3449
H (-6.7816, -2.5718, -1.8154)  0.4292
H (-8.2989, -0.6297, -1.7179)  0.4090
H (-7.4614, 1.5545, -0.9426)  0.4287
H (-5.1046, 1.8043, -0.2515)  0.4462
H (-2.5377, 1.1911, -2.6599)  0.4598
H (-1.8704, 3.4683, -3.3042)  0.4500
H (-1.5118, 5.1911, -1.5722)  0.4110
H (-1.9133, 4.6497, 0.7995)  0.4354
H (-2.5944, 2.3689, 1.4409)  0.4920
N (3.6568, -2.2630, -2.4678)  0.1015
C (2.1802, -2.3177, -2.2640)  1.4924
C (1.7500, -3.5752, -1.5285)  -1.7641
C (0.2777, -3.3828, -1.1409)  0.5319
N (0.1845, -2.2391, -0.2552)  1.2571
C (-0.5681, -3.1531, -2.3975)  -1.5334
C (-0.0421, -2.0198, -3.2864)  0.0925
N (-0.1951, -0.7514, -2.6097)  -0.1048
C (1.4483, -2.2323, -3.5913)  -1.7727
H (4.1353, -2.5297, -1.6036)  0.5284
H (3.9904, -1.2210, -2.6471)  -0.3376
H (3.9506, -2.8756, -3.2330)  0.4280
H (1.8987, -1.4395, -1.6633)  -0.6720
H (2.3382, -3.7230, -0.6205)  0.5923
H (1.8501, -4.4632, -2.1589)  0.4840
H (-0.0812, -4.3131, -0.6584)  0.4138
H (0.6823, -2.3991, 0.6116)  -0.1738
H (-0.7823, -2.0203, -0.0481)  -1.1796
H (-1.5875, -2.9110, -2.0972)  0.2981
H (-0.5992, -4.0758, -2.9792)  0.4827
H (-0.5985, -2.0627, -4.2461)  0.4275
H (-1.1622, -0.5529, -2.3929)  -0.3494
H (0.2084, 0.0131, -3.1332)  0.2922
H (1.8103, -1.3844, -4.1738)  0.4491
H (1.5855, -3.1500, -4.1712)  0.5600
O (6.1643, 0.1607, 0.6789)  -0.7081
C (6.0175, 0.1611, -0.6462)  0.2072
C (7.1408, 0.0081, -1.4592)  -0.6430
C (7.0389, -0.0026, -2.8413)  -0.5119
C (5.8090, 0.1577, -3.4519)  -0.5085
C (4.6687, 0.2989, -2.6655)  -0.2218
C (4.7589, 0.3021, -1.2600)  -0.2153
C (3.5141, 0.4484, -0.5070)  1.1999
O (2.4028, 0.3802, -1.1900)  -1.4389
N (3.5898, 0.5860, 0.7771)  -0.6325
N (2.4072, 0.7823, 1.4536)  -0.0746
C (2.6427, 1.5521, 2.5945)  0.4704
S (3.8910, 0.7248, 3.7168)  -0.2533
C (3.2590, 1.5441, 5.2112)  -0.6821
C (1.7645, 1.3154, 5.2451)  -0.6252
S (1.0848, 1.7151, 3.5808)  0.3489
H (5.2791, 0.3658, 1.0846)  0.5839
H (8.1028, -0.0817, -0.9784)  0.4555
H (7.9336, -0.0908, -3.4385)  0.4043
H (5.7323, 0.1876, -4.5276)  0.4454
H (3.7274, 0.6178, -3.0990)  0.3351
H (3.5055, 2.6040, 5.1422)  0.3032
H (3.7608, 1.0906, 6.0653)  0.4440
H (1.2583, 1.9688, 5.9551)  0.5253
H (1.5202, 0.2742, 5.4631)  0.1744
O (2.4072, 5.2409, 1.5932)  -0.8028
Se (2.2987, 3.7758, 1.0746)  1.2366
O (3.0251, 3.5047, -0.2844)  -0.6213
O (0.7735, 3.2329, 1.0768)  -0.4576
O (3.1444, 2.8037, 2.3701)  -0.7306

**Charge**: 0



# 3
Below is 2 unconnected molecules or ions with the total composition C5H13NO2 at a distorted geometry, with properties calculated with ωB97M-V/def2-TZVPD.

Each line ends with the Mulliken charge.
Cartesian coordinates (Å):
C (0.1341, 2.3450, -1.4532)  -0.7602
N (-0.9002, 1.4777, -0.9262)  -0.1906
C (-1.2595, 1.3694, 0.4071)  0.5968
O (-2.3399, 0.9756, 0.7766)  -0.6130
O (-0.3081, 1.8672, 1.2362)  -0.4764
H (-0.2978, 3.2027, -1.9693)  0.3042
H (0.7402, 1.7777, -2.1645)  0.2614
H (0.7871, 2.6638, -0.6458)  0.2808
H (-1.6513, 1.2326, -1.5564)  0.2170
H (-0.6171, 1.7370, 2.1433)  0.3431
C (1.7209, -1.8578, -0.0111)  -1.3300
C (0.3005, -1.3041, -0.0367)  0.4734
C (-0.5245, -1.8296, 1.1292)  -1.2350
H (2.3244, -1.4542, -0.8236)  0.3450
H (2.2158, -1.6136, 0.9281)  0.3298
H (1.7051, -2.9437, -0.1097)  0.3465
H (-0.1869, -1.5914, -0.9748)  0.1908
H (0.3597, -0.1507, -0.2269)  -0.0818
H (-1.5205, -1.3916, 1.1349)  0.3118
H (-0.0467, -1.6002, 2.0816)  0.2882
H (-0.6351, -2.9119, 1.0612)  0.3982

**Charge**: 0



# 4
Below is a single C9H11NO2 molecule at a distorted geometry, with properties calculated with ωB97M-V/def2-TZVPD.

Each line ends with the Mulliken charge.
Cartesian coordinates (Å):
N (-1.5696, -1.1191, -1.5148)  -0.7036
C (-0.2044, -0.7693, -1.8557)  -0.0077
C (0.1059, 0.6636, -1.3562)  -1.2241
C (0.0164, 0.7880, 0.1481)  0.4721
C (1.1169, 0.4655, 0.9704)  -0.0864
C (1.0359, 0.5451, 2.3449)  -0.8808
C (-0.1469, 0.9638, 2.9447)  -0.3401
C (-1.2525, 1.2884, 2.1475)  -0.5500
C (-1.1611, 1.2014, 0.7665)  -0.1723
C (0.8252, -1.7762, -1.3318)  0.4168
O (0.5540, -2.7158, -0.6414)  -0.5556
O (2.1188, -1.5516, -1.7142)  -0.5026
H (-1.6192, -1.2336, -0.5059)  0.2987
H (-1.7891, -2.0701, -1.8444)  0.2959
H (-0.1427, -0.7584, -2.9377)  0.4208
H (1.0879, 0.9713, -1.7159)  0.5269
H (-0.6003, 1.3266, -1.8280)  0.3698
H (2.0403, 0.1346, 0.4952)  0.3542
H (1.8454, 0.2774, 2.9238)  0.4746
H (-0.2181, 1.0463, 4.0351)  0.3442
H (-2.1881, 1.6262, 2.6001)  0.3549
H (-2.0269, 1.4751, 0.1533)  0.3314
H (2.1723, -0.7790, -2.2834)  0.3627

**Charge**: 0



| no. | highest occupied orbital energy (eV) | E_tot (Ha) |
| --- | --- | --- |
| 1 | -3.228 | -436.37012 |
| 2 | -6.767 | -6960.52257 |
| 3 | -9.637 | -403.55662 |
| 4 | -9.293 | -554.80445 |